Record 1
13
Properties=species:S:1:pos:R:3:nbo_charge:R:1 method="wB97M-V/def2-TZVPD" total_energy_ev=-6214.764 homo_energy_ev=-7.22
C -2.8029 0.1165 0.5546 -0.243
C -1.5685 0.3302 -0.1839 -0.293
C -0.3453 -0.3748 0.0197 0.210
N 0.7552 -0.3138 -0.9391 -0.843
N 3.0697 0.1977 -0.0385 -1.105
H -2.7422 -0.6026 1.3634 0.197
H -1.5660 0.9953 -1.0534 0.233
H -3.6116 0.7448 0.4313 0.205
H -0.2492 -0.8991 1.0065 0.167
H 0.9976 -1.2366 -1.3297 0.412
H 1.6215 0.0639 -0.4956 0.394
H 2.6809 0.0935 0.9125 0.322
H 3.7608 0.8849 -0.2478 0.345

=====

Record 2
13
Properties=species:S:1:pos:R:3:nbo_charge:R:1 method="wB97M-V/def2-TZVPD" total_energy_ev=-6220.218 homo_energy_ev=-9.00
C -1.5902 0.9312 -0.8447 -0.604
C -0.4159 0.0966 -0.4725 -0.278
N 0.0324 0.4505 0.9097 -0.480
C 1.1440 -0.0859 1.2813 0.266
N 1.6447 -1.2770 0.7626 -0.833
H -1.4075 1.9984 -1.0216 0.205
H -2.4234 0.9746 -0.1492 0.221
H -1.8731 0.6035 -1.8548 0.200
H 0.3916 0.1047 -1.2020 0.186
H -0.8665 -0.8990 -0.3992 0.176
H 1.5438 0.2149 2.2551 0.172
H 1.2056 -1.5853 -0.0820 0.382
H 2.6144 -1.5272 0.8174 0.388

=====

Record 3
13
Properties=species:S:1:pos:R:3:nbo_charge:R:1 method="wB97M-V/def2-TZVPD" total_energy_ev=-6220.588 homo_energy_ev=-9.14
H 2.7266 -0.3800 -1.1900 0.316
N 2.7247 -0.2210 -0.1884 -0.689
C 1.5928 0.2124 0.1850 0.287
N 0.4827 0.5916 -0.5537 -0.624
C -0.8191 0.6288 0.1086 -0.213
C -1.4843 -0.7386 0.2956 -0.623
H 1.4582 0.4318 1.2440 0.149
H 0.4761 0.2127 -1.4821 0.372
H -1.4824 1.2893 -0.4920 0.197
H -0.7259 1.1378 1.0968 0.198
H -0.9280 -1.3571 0.9890 0.211
H -1.5137 -1.1997 -0.6972 0.202
H -2.5077 -0.6080 0.6845 0.215